No. 1
Below is one molecule with the formula C4H11N3O in a non-equilibrium geometry, with properties calculated with ωB97M-V with the def2-TZVPD basis set.

Geometry as XYZ:
```
19
C4H11N3O, DFT ωB97M-V with the def2-TZVPD basis set
C -0.38 -0.07 0.59
C 1.88 0.77 0.21
C -0.24 -0.50 -1.98
N 1.02 -0.38 0.45
C -1.00 0.22 -0.81
N -1.04 -1.30 1.05
N -0.65 1.03 1.47
O -1.98 0.92 -0.91
H 1.32 -0.87 1.29
H -2.05 -1.22 0.96
H -0.72 0.71 2.43
H -0.73 -2.09 0.49
H -1.51 1.50 1.20
H 1.82 1.53 1.01
H 2.90 0.41 0.12
H 1.59 1.25 -0.73
H 0.19 0.31 -2.61
H -0.97 -1.04 -2.56
H 0.55 -1.18 -1.67
```

Results
SMILES: CNC(N)(N)C(C)=O
Gap between HOMO and LUMO (eV): 10.062
Charge: 0
HOMO (Eh): -0.334

No. 2
Below is one molecule with the formula C4H5BrINO, with properties calculated with ωB97M-V with the def2-TZVPD basis set.

Geometry as XYZ:
```
13
C4H5BrINO, DFT ωB97M-V with the def2-TZVPD basis set
O -0.81 0.49 -2.46
C -0.42 0.34 -1.34
C -1.25 -0.19 -0.17
C -0.22 -0.48 0.93
Br 0.39 -2.32 0.77
C 0.86 0.54 0.57
I 2.78 0.31 1.42
N 0.88 0.62 -0.88
H -1.76 -1.09 -0.51
H -2.02 0.52 0.13
H -0.57 -0.36 1.95
H 0.52 1.49 0.97
H 1.63 0.15 -1.37
```

Results
SMILES: O=C1C[C@@H](Br)[C@@H](I)N1
Gap between HOMO and LUMO (eV): 10.004
Charge: 0
HOMO (Eh): -0.363

No. 3
Below is C27H79O13S12Tl as an isolated structure in a non-equilibrium geometry, with properties calculated with ωB97M-V with the def2-TZVPD basis set.

Geometry as XYZ:
```
132
C27H79O13S12Tl, DFT ωB97M-V with the def2-TZVPD basis set
Tl 10.21 11.66 -1.79
C 11.34 6.27 -1.93
C 10.26 7.35 -1.72
C 9.66 7.22 -0.29
O 10.54 8.68 -1.94
H 10.89 5.29 -2.09
H 12.10 6.21 -1.15
H 11.85 6.30 -2.90
H 9.53 6.91 -2.39
H 8.83 7.88 -0.02
H 10.38 7.48 0.48
H 9.36 6.18 -0.14
C 9.97 8.79 -5.49
S 8.78 10.21 -5.48
O 9.10 11.11 -4.30
C 9.51 11.16 -6.88
H 10.85 9.30 -5.08
H 10.20 8.34 -6.45
H 9.79 7.97 -4.80
H 10.48 11.64 -6.73
H 8.78 11.94 -7.08
H 9.61 10.50 -7.73
C 8.31 5.06 -4.57
S 7.10 4.61 -5.96
O 7.83 3.65 -6.89
C 6.94 6.18 -6.88
H 7.99 5.97 -4.07
H 9.30 5.32 -4.94
H 8.37 4.22 -3.87
H 6.11 6.09 -7.58
H 7.92 6.42 -7.30
H 6.67 6.96 -6.18
C 14.37 8.42 -3.20
S 14.38 10.26 -3.06
O 13.14 10.76 -2.25
C 15.90 10.38 -2.06
H 15.39 8.05 -3.26
H 13.87 8.16 -4.13
H 13.94 8.00 -2.28
H 15.84 9.73 -1.18
H 16.17 11.40 -1.79
H 16.76 10.00 -2.61
C 5.10 6.87 3.42
S 4.48 7.19 1.66
O 4.23 8.68 1.59
C 6.07 6.78 0.83
H 6.11 7.28 3.50
H 5.09 5.85 3.79
H 4.52 7.44 4.16
H 6.01 6.94 -0.24
H 6.32 5.72 0.93
H 6.89 7.35 1.26
C 13.27 4.21 1.23
S 13.36 5.87 1.97
O 13.74 5.62 3.46
C 14.87 6.27 0.94
H 12.90 4.30 0.21
H 12.68 3.54 1.85
H 14.24 3.71 1.16
H 15.34 7.21 1.23
H 14.63 6.49 -0.10
H 15.69 5.54 0.88
C 7.10 11.23 1.80
S 8.58 10.05 1.78
O 9.68 10.69 0.92
C 9.23 10.18 3.53
H 7.31 12.18 2.29
H 6.28 10.66 2.25
H 6.80 11.51 0.79
H 9.25 11.24 3.79
H 10.24 9.82 3.72
H 8.57 9.56 4.13
C 6.45 8.84 -3.42
S 6.82 9.30 -1.69
O 7.74 10.56 -1.55
C 5.08 9.84 -1.40
H 6.07 9.73 -3.92
H 5.77 7.99 -3.32
H 7.41 8.47 -3.79
H 4.66 10.67 -1.96
H 4.91 9.99 -0.33
H 4.35 9.10 -1.71
C 12.79 9.90 1.21
S 12.79 11.71 1.47
O 12.06 12.30 0.27
C 14.56 11.96 1.00
H 13.57 9.43 1.81
H 13.21 9.80 0.21
H 11.82 9.44 1.41
H 15.17 11.53 1.78
H 14.83 13.00 0.82
H 14.77 11.46 0.05
C 10.14 5.29 3.12
S 8.62 4.54 3.89
O 7.41 4.61 2.93
C 9.15 2.80 3.78
H 11.08 5.01 3.59
H 10.11 6.37 3.03
H 10.20 4.88 2.11
H 9.56 2.48 2.83
H 8.29 2.18 4.04
H 9.94 2.55 4.49
C 7.03 1.41 0.05
S 6.63 2.51 -1.39
O 7.14 1.95 -2.74
C 7.93 3.71 -0.90
H 8.09 1.19 0.19
H 6.52 0.45 -0.03
H 6.71 1.88 0.98
H 8.85 3.19 -1.20
H 7.84 3.97 0.15
H 7.88 4.56 -1.58
C 12.06 5.15 -7.50
S 12.14 5.05 -5.73
O 12.06 3.56 -5.37
C 13.92 5.61 -5.52
H 11.10 5.03 -7.99
H 12.66 4.35 -7.93
H 12.47 6.12 -7.80
H 14.30 5.65 -4.49
H 13.88 6.64 -5.88
H 14.57 4.98 -6.12
C 13.16 1.93 -1.79
S 11.38 1.91 -1.37
O 10.99 2.86 -0.27
C 10.50 2.30 -2.96
H 13.58 2.81 -2.28
H 13.32 1.12 -2.51
H 13.64 1.66 -0.85
H 10.94 1.79 -3.81
H 10.57 3.38 -3.08
H 9.48 1.92 -2.90
```

Results
Gap between HOMO and LUMO (eV): 2.130
Charge: +2
HOMO (Eh): -0.463